(1)
A molecular structure, C38H38GeIrN5O2S at a distorted geometry, computed with ωB97M-V with the def2-TZVPD basis set.

Each line ends with the Löwdin charge.
Element x y z (Å)
H (-3.649, 4.265, -5.557)  0.134
H (4.775, -3.861, 0.775)  0.128
H (-2.777, 0.053, -5.729)  0.132
H (-4.185, -0.586, -1.510)  0.129
H (-1.415, 0.212, -3.691)  0.123
H (-0.136, 7.731, 0.388)  0.123
H (-3.448, -1.811, 1.701)  0.089
C (-4.634, 3.251, -1.832)  -0.029
H (0.299, 5.238, -3.052)  0.113
C (2.353, -2.400, 3.637)  0.011
H (3.761, 5.782, -0.310)  0.114
H (-2.293, 4.454, -3.503)  0.119
H (-2.736, 3.404, -0.845)  0.104
C (-0.164, 6.748, -0.062)  -0.037
O (-0.872, 1.269, -0.755)  -0.260
H (3.314, -3.919, -1.932)  0.075
H (5.030, 1.490, -2.413)  0.116
C (-0.500, 5.642, 0.711)  -0.048
C (-2.673, 0.999, -5.214)  0.009
H (5.944, -0.904, -0.833)  0.118
H (5.043, -4.225, -1.711)  0.086
C (0.110, -3.146, 3.260)  0.052
H (3.317, -2.479, 4.120)  0.134
H (-0.828, 3.530, 0.745)  0.101
C (-1.739, 2.344, -3.447)  -0.225
H (-6.530, 2.805, -2.711)  0.130
C (2.122, -1.359, 2.750)  -0.075
C (-3.166, 3.394, -5.136)  -0.024
C (-0.069, -2.079, 2.411)  -0.194
C (5.796, -1.738, -0.156)  -0.163
C (4.972, 4.817, -1.793)  -0.039
N (0.938, -1.202, 2.152)  -0.136
H (-0.701, -3.838, 3.440)  0.138
C (-3.315, 2.153, -5.743)  0.043
H (5.844, -0.478, 1.602)  0.075
C (-0.564, 4.385, 0.131)  -0.121
C (3.770, 2.461, -0.972)  -0.163
Ge (-0.371, 2.537, -2.072)  1.051
C (-4.303, 0.484, -1.603)  0.003
C (-2.093, 0.744, -0.525)  -0.339
H (-3.931, 2.058, -6.628)  0.136
H (2.878, -0.617, 2.525)  0.132
H (7.376, -1.262, 1.212)  0.094
C (4.013, 4.844, -0.787)  -0.053
C (-3.296, 1.327, -1.167)  -0.154
H (0.901, 1.861, -2.571)  0.039
N (4.348, -2.064, -0.142)  -0.084
C (-1.908, 1.095, -4.083)  -0.076
H (-2.691, -2.687, 3.052)  0.103
H (6.089, -2.206, 1.946)  0.076
C (4.067, -4.281, -1.230)  -0.047
C (1.347, -3.317, 3.879)  0.022
H (-6.230, 0.355, -2.532)  0.130
C (0.123, 6.596, -1.412)  -0.048
C (-5.619, 2.403, -2.289)  -0.015
C (3.453, -1.134, -0.364)  -0.616
O (1.979, 1.297, 0.029)  -0.269
H (5.446, 5.738, -2.107)  0.120
N (-2.280, -0.271, 0.238)  0.139
N (3.896, 0.117, -0.583)  0.145
H (1.511, -4.153, 4.546)  0.139
H (2.662, 3.683, 0.406)  0.112
H (6.303, -2.613, -0.561)  0.128
N (-1.157, -0.768, 0.873)  -0.116
H (-4.774, 4.323, -1.872)  0.133
H (0.394, 7.457, -2.008)  0.122
H (6.090, 3.601, -3.164)  0.119
C (-1.325, -1.746, 1.716)  -0.197
C (-0.281, 4.227, -1.228)  -0.340
S (1.759, -1.615, -0.562)  0.785
C (3.188, 1.198, -0.497)  -0.392
Ir (0.676, -0.034, 0.607)  1.188
H (-2.649, -3.360, 1.420)  0.123
C (-3.457, 2.723, -1.284)  -0.002
C (-2.408, 3.493, -3.991)  -0.040
C (4.749, 2.436, -1.970)  -0.012
C (-5.451, 1.018, -2.180)  0.011
C (-2.609, -2.431, 1.998)  0.025
C (6.296, -1.402, 1.238)  -0.049
H (-0.715, 5.765, 1.765)  0.119
H (3.860, -5.330, -1.022)  0.095
C (3.398, 3.672, -0.385)  -0.023
C (5.336, 3.614, -2.389)  -0.045
C (0.064, 5.340, -1.997)  -0.106
C (4.032, -3.491, 0.068)  -0.223
H (3.052, -3.561, 0.535)  0.077

The spin multiplicity is 2. As for the total charge: +3. The value obtained for the HOMO-LUMO gap (alpha / beta) is 6.4 / 4.1 eV. Its LUMO energy (alpha / beta) is -9.3 / -11.7 eV. The expectation value of S² is 0.77. The HOMO energy (alpha / beta) is -15.7 / -15.7 eV.

***

(2)
A molecular structure, C47H33MoN5O2P2S6Se2, computed with ωB97M-V with the def2-TZVPD basis set.

Each line ends with the Löwdin charge.
Element x y z (Å)
C (4.026, -3.430, 1.880)  -0.074
H (-2.473, 2.282, 5.093)  0.112
H (-5.446, -1.040, -4.709)  0.120
H (2.989, 2.205, -3.019)  0.108
H (2.242, -3.021, 3.002)  0.069
H (0.956, 5.986, -3.844)  0.070
H (1.244, 5.008, -6.261)  0.102
C (-5.255, -0.505, -3.788)  -0.023
C (-2.720, 3.557, -1.492)  -1.843
N (-8.670, 0.114, -4.161)  0.155
C (3.264, -0.852, -1.729)  -0.397
H (0.802, -6.480, 1.786)  0.108
C (-2.564, 1.218, 4.917)  -0.058
H (5.886, -3.543, 0.811)  0.105
O (-0.639, 1.084, -2.774)  -0.395
P (2.079, -0.203, 3.362)  0.529
C (-6.054, 0.831, -1.947)  -0.018
C (-0.323, -3.445, 0.812)  -0.093
C (2.185, 2.570, 3.546)  -0.077
S (-2.095, 2.478, -0.323)  0.514
H (-0.383, -2.822, -0.071)  0.069
N (1.662, 0.903, 0.922)  0.056
S (-3.094, 3.324, -3.103)  0.608
H (2.224, 4.696, 3.779)  0.107
H (6.314, -1.109, 0.953)  0.107
C (-6.293, 0.160, -3.143)  -0.228
Se (1.025, -1.103, 4.937)  0.360
H (3.829, -4.493, 1.817)  0.103
N (-1.396, -1.413, -2.048)  -0.320
N (-0.256, 0.273, 0.197)  -0.246
H (-0.051, -5.654, 3.956)  0.111
C (-0.274, -1.181, -6.904)  -0.402
C (-7.614, 0.134, -3.706)  -0.181
C (-3.985, -0.498, -3.229)  -0.122
C (0.645, 2.508, -4.135)  -0.474
C (4.571, 2.565, 4.970)  -0.074
S (-3.023, 5.181, -1.176)  0.574
H (0.644, -5.041, -0.229)  0.112
C (-0.043, 0.237, -4.910)  -0.494
H (4.697, 0.370, 2.066)  0.110
C (0.350, -5.499, 1.853)  -0.072
C (-2.137, -0.704, 3.539)  -0.407
C (-0.818, -2.984, 2.032)  -0.336
C (-2.037, 0.669, 3.762)  -0.099
H (-6.865, 1.341, -1.444)  0.125
C (-4.778, 0.855, -1.415)  -0.208
C (0.447, 1.062, -3.745)  -0.490
H (3.740, -1.635, -1.158)  0.058
C (0.914, 4.947, -4.130)  -0.390
H (4.522, 0.433, 4.763)  0.114
C (1.053, 4.417, -5.377)  -0.169
C (1.096, 0.155, 1.899)  -0.396
Se (-3.005, -1.038, 0.441)  0.567
O (-1.271, -2.518, -2.353)  0.043
C (-3.714, 0.212, -2.055)  -0.413
C (-0.712, -3.781, 3.164)  -0.107
P (-1.476, -1.303, 1.986)  0.723
S (0.598, 3.753, -2.953)  1.059
H (-2.350, -0.650, -7.152)  0.106
H (-1.025, -3.419, 4.132)  0.075
H (4.679, 0.766, -1.613)  0.105
C (0.261, -4.695, 0.722)  -0.062
H (1.261, 2.579, 2.982)  0.101
C (5.178, -2.896, 1.314)  -0.086
C (-0.135, -5.040, 3.069)  -0.068
C (4.519, -0.698, 2.042)  -0.082
S (1.735, -1.108, -2.441)  1.017
C (4.026, 1.369, 4.530)  -0.097
C (3.923, 3.762, 4.699)  -0.077
C (1.678, 0.502, -3.059)  -0.493
C (-3.204, 0.406, 5.844)  -0.063
C (3.730, 0.399, -1.978)  -0.164
H (-3.858, -1.585, 6.308)  0.109
C (-3.339, -0.953, 5.600)  -0.065
H (-2.081, 0.913, -5.038)  0.106
C (2.729, 3.763, 3.992)  -0.069
H (-3.609, 0.836, 6.750)  0.109
H (-0.100, -1.864, -7.720)  0.067
C (-1.298, 0.286, -5.444)  -0.118
C (3.378, -1.235, 2.625)  -0.336
C (3.131, -2.604, 2.540)  -0.096
H (-3.207, -1.042, -3.750)  0.079
C (5.422, -1.532, 1.396)  -0.084
C (-2.814, -1.511, 4.445)  -0.096
H (0.951, 2.383, -6.262)  0.117
S (0.981, -0.801, -5.813)  1.066
H (-2.959, -2.568, 4.259)  0.105
H (-1.547, 1.310, 3.040)  0.104
C (-1.435, -0.541, -6.588)  -0.167
C (0.895, 3.006, -5.379)  -0.097
Mo (-1.643, 0.313, -1.458)  1.310
N (0.834, 0.975, -0.078)  -0.018
H (5.498, 2.558, 5.527)  0.106
C (-0.146, -0.256, 1.437)  -0.421
H (-4.605, 1.397, -0.496)  0.062
H (4.350, 4.697, 5.041)  0.105
C (2.819, 1.175, -2.742)  -0.110
C (2.836, 1.369, 3.808)  -0.364

The spin multiplicity is 3. As for the total charge: 0. The value obtained for the HOMO-LUMO gap (alpha / beta) is 6.9 / 5.7 eV. Its LUMO energy (alpha / beta) is -1.1 / -2.5 eV. The expectation value of S² is 2.04. The HOMO energy (alpha / beta) is -8.0 / -8.1 eV. The value obtained for the energy above the lowest of the compared OMol25 structures with the same formula, charge and spin is 0.00 kJ/mol.

***

(3)
A molecular structure, C3H2CuO2 at a distorted geometry, computed with ωB97M-V with the def2-TZVPD basis set.

Each line ends with the Löwdin charge.
Element x y z (Å)
O (-0.724, -1.819, 1.594)  -0.088
H (0.046, 0.048, -0.656)  0.195
Cu (-2.230, -1.462, -0.317)  0.917
C (0.938, -1.271, -2.927)  0.203
C (-0.284, -2.211, 2.560)  0.111
H (1.501, -1.472, -3.820)  0.070
O (-0.371, -0.825, -0.901)  -0.167
C (0.307, -1.341, -1.899)  -0.240

The spin multiplicity is 3. As for the total charge: +1. The value obtained for the HOMO-LUMO gap (alpha / beta) is 9.4 / 5.7 eV. Its LUMO energy (alpha / beta) is -4.2 / -9.1 eV. The expectation value of S² is 2.00. The HOMO energy (alpha / beta) is -13.5 / -14.8 eV. The value obtained for the energy above the lowest of the compared OMol25 structures with the same formula, charge and spin is 95.18 kJ/mol.

***

(4)
A single C6H10Se molecule at a distorted geometry, computed with ωB97M-V with the def2-TZVPD basis set.

Each line ends with the Löwdin charge.
Element x y z (Å)
H (0.089, -3.107, 0.136)  0.115
H (-0.366, 0.830, 1.336)  0.123
H (-1.775, -1.963, -0.369)  0.084
C (1.532, -1.629, 0.287)  -0.458
C (-0.133, 2.424, 0.002)  -0.167
C (0.006, 0.941, 0.281)  -0.715
C (0.153, -1.992, 0.107)  -0.212
H (0.428, 3.000, 0.741)  0.069
C (-0.982, 0.155, -0.550)  -0.272
H (1.682, -1.752, 1.321)  0.045
C (-0.964, -1.290, -0.270)  -0.111
H (-0.790, 0.251, -1.634)  0.127
Se (1.818, 0.328, -0.012)  1.001
H (-1.948, 0.710, -0.270)  0.139
H (-1.125, 2.905, 0.065)  0.086
H (0.291, 2.594, -1.008)  0.079
H (2.085, -2.404, -0.163)  0.065

As for the total charge: 0. The value obtained for the HOMO-LUMO gap is 9.2 eV. Its structure (SMILES) is C[C@H]1CC=CC[Se]1. Its LUMO energy is 0.9 eV. The HOMO energy is -8.3 eV. The value obtained for the energy above the lowest of the compared OMol25 structures with the same formula, charge and spin is 0.00 kJ/mol.

***

(5)
A molecular structure, C31H24AuF3N2PS2 at a distorted geometry, computed with ωB97M-V with the def2-TZVPD basis set.

Each line ends with the Löwdin charge.
Element x y z (Å)
S (1.199, 2.412, -0.326)  0.557
C (0.542, 0.689, -3.699)  -0.118
H (3.002, 3.602, 3.915)  0.109
C (-2.073, -1.752, -0.210)  -0.218
F (-1.400, 2.467, 2.520)  0.068
H (-1.197, -3.707, 3.013)  0.106
H (4.159, 2.868, 5.949)  0.100
H (4.573, 0.220, 1.808)  0.092
C (-0.809, -1.964, 1.818)  -0.114
F (-2.565, 2.652, 0.703)  0.053
F (-2.840, 0.939, 1.991)  0.084
C (-3.405, -1.568, -2.244)  -0.061
C (4.265, 2.298, 5.038)  -0.100
Au (-0.259, 0.595, 0.247)  0.816
H (-1.809, -0.052, -4.693)  0.114
C (-2.474, 0.751, -4.412)  -0.108
H (5.718, -0.519, 3.862)  0.101
C (-2.500, 1.206, -3.093)  -0.355
H (1.841, -2.924, -3.410)  0.105
H (2.087, 0.969, -5.143)  0.106
C (1.485, -1.908, -3.479)  -0.077
C (-2.431, -3.653, 1.278)  -0.035
C (-3.368, 2.222, -2.713)  -0.070
H (-3.678, -1.036, -3.144)  0.096
C (-4.213, 2.779, -3.658)  -0.070
C (4.495, 0.794, 2.717)  -0.067
C (-3.312, 1.323, -5.347)  -0.070
H (-2.960, -4.570, 1.498)  0.111
H (-4.896, 3.564, -3.370)  0.107
H (-4.846, -3.122, -2.588)  0.105
C (5.023, 1.135, 5.034)  -0.106
C (-1.101, -1.257, 0.685)  -0.232
C (-4.183, 2.333, -4.970)  -0.074
H (-4.251, -4.359, -0.535)  0.113
C (-0.070, -0.210, -2.827)  -0.386
C (2.440, 1.445, 0.703)  -1.011
C (-1.465, -3.172, 2.113)  -0.065
N (3.389, 0.730, -0.072)  0.044
C (5.130, 0.387, 3.870)  -0.091
H (-3.374, 2.567, -1.687)  0.096
C (-2.763, -2.958, 0.098)  -0.165
S (1.289, 0.539, 3.035)  0.819
N (3.094, 2.390, 1.560)  0.002
P (-1.469, 0.387, -1.839)  1.024
C (-2.411, -1.092, -1.419)  -0.304
H (-0.067, -1.595, 2.507)  0.024
C (0.412, -1.508, -2.704)  -0.075
C (1.620, 0.280, -4.456)  -0.073
C (2.091, -1.020, -4.353)  -0.080
H (3.990, 1.361, -0.590)  0.095
H (2.549, 3.240, 1.670)  0.099
H (-3.285, 0.974, -6.369)  0.108
H (-0.058, -2.197, -2.014)  0.107
C (-3.755, -3.433, -0.784)  -0.022
C (1.510, 0.482, 1.414)  -0.679
H (-4.841, 2.772, -5.705)  0.105
H (2.921, -1.348, -4.960)  0.103
C (3.717, 1.963, 2.712)  -0.365
H (0.157, 1.696, -3.789)  0.112
C (-1.901, 1.767, 1.484)  -0.527
H (5.522, 0.809, 5.934)  0.093
H (2.940, 0.063, -0.689)  0.076
C (-4.078, -2.751, -1.925)  -0.066
C (3.619, 2.715, 3.894)  -0.067

The spin multiplicity is 2. As for the total charge: 0. The value obtained for the HOMO-LUMO gap (alpha / beta) is 6.1 / 5.0 eV. Its LUMO energy (alpha / beta) is -1.0 / -2.1 eV. The expectation value of S² is 0.76. The HOMO energy (alpha / beta) is -7.1 / -7.0 eV.